Molecular formula: C7H11N3O
Method: DFT, ωB97M-V with the def2-TZVPD basis set

Each line ends with the Löwdin charge.
Atoms and positions in Å:
C: 0.02 -1.21 2.76  -0.014
C: -0.21 -0.74 1.32  -0.265
N: -1.34 -0.96 0.67  0.112
N: -1.17 -0.51 -0.55  -0.169
C: -2.29 -0.58 -1.48  -0.013
C: 0.06 -0.01 -0.79  -0.222
C: 0.56 0.66 -2.05  -0.005
C: 0.66 -0.05 0.45  -0.170
C: 1.98 0.46 0.79  -0.111
N: 2.44 1.65 0.62  -0.017
O: 1.65 2.54 -0.06  -0.087
H: -0.95 -1.61 3.11  0.084
H: 0.79 -1.96 2.84  0.066
H: 0.27 -0.40 3.41  0.061
H: -2.87 0.34 -1.61  0.085
H: -3.04 -1.30 -1.06  0.099
H: -1.98 -0.82 -2.52  0.090
H: -0.16 1.50 -2.25  0.107
H: 1.54 1.01 -1.84  0.061
H: 0.60 0.02 -2.93  0.087
H: 2.69 -0.16 1.40  0.129
H: 0.75 2.13 -0.21  0.093

SMILES string = Cc1nn(C)c(C)c1/C=N\O
DFT total energy = -512.75860 hartree
max |F| = 0.0453 Eh/bohr
ΔE to the lowest compared entry with this formula, charge and spin = 2.698 eV
spin multiplicity = 1


Molecular formula: C7H11N3O2
Method: DFT, ωB97M-V with the def2-TZVPD basis set

Each line ends with the Löwdin charge.
Atoms and positions in Å:
C: -1.30 0.67 1.28  -0.022
C: -1.05 -0.10 -0.01  -0.441
C: -2.19 0.09 -1.01  -0.016
C: -1.28 -1.63 0.38  -0.456
O: -2.17 -2.10 0.92  0.178
O: -0.24 -2.37 -0.15  0.099
C: 0.59 -1.46 -0.91  -0.286
N: 2.02 -1.54 -0.57  0.122
C: 2.28 -0.32 0.17  -0.372
N: 3.48 -0.20 0.84  0.107
C: 1.28 0.52 0.07  -0.057
N: 0.24 -0.08 -0.69  -0.006
H: -1.55 1.65 1.22  0.039
H: -2.31 0.11 1.66  0.149
H: -0.55 0.46 2.07  0.099
H: -2.73 1.14 -0.79  0.131
H: -3.05 -0.54 -0.79  0.073
H: -1.81 -0.14 -2.03  0.099
H: 0.43 -1.67 -1.96  0.151
H: 2.16 -2.39 -0.02  0.126
H: 3.61 0.51 1.49  0.068
H: 4.32 -0.54 0.33  0.116
H: 1.26 1.49 0.38  0.101

SMILES string = CC1(C)C(=O)O[C@@H]2NC(N)=CN21
DFT total energy = -588.03769 hartree
max |F| = 0.1031 Eh/bohr
ΔE to the lowest compared entry with this formula, charge and spin = 1.538 eV
spin multiplicity = 1


Molecular formula: C7H11N4
Method: DFT, ωB97M-V with the def2-TZVPD basis set

Each line ends with the Löwdin charge.
Atoms and positions in Å:
C: -0.06 -0.99 -1.38  0.094
C: 0.30 -1.64 -0.23  -0.444
C: -0.60 -2.67 0.46  -0.010
N: 1.50 -1.39 0.30  0.082
C: 2.06 -0.16 0.60  0.021
N: 1.46 1.03 0.56  0.156
C: 0.28 1.56 0.15  -0.351
C: -0.99 1.04 0.25  -0.030
N: -1.88 2.03 -0.10  0.122
C: -1.05 3.13 -0.44  -0.106
N: 0.21 2.86 -0.24  0.129
H: 0.70 -0.39 -1.86  0.095
H: -0.93 -1.38 -1.86  0.088
H: -1.61 -2.09 0.44  0.111
H: -0.28 -2.71 1.51  0.083
H: -0.66 -3.61 -0.11  0.096
H: 2.08 -2.18 0.66  0.196
H: 3.02 -0.35 0.93  0.131
H: 2.09 1.82 0.72  0.187
H: -1.34 0.13 0.67  0.104
H: -2.82 2.03 0.01  0.113
H: -1.48 3.93 -1.03  0.133

charge = +1
SMILES string = C=C(C)/[NH+]=C\Nc1c[nH]cn1
DFT total energy = -492.06785 hartree
max |F| = 0.1157 Eh/bohr
ΔE to the lowest compared entry with this formula, charge and spin = 2.295 eV
spin multiplicity = 1


Molecular formula: C7H11N4O
Method: DFT, ωB97M-V with the def2-TZVPD basis set

Each line ends with the Löwdin charge.
Atoms and positions in Å:
C: 2.72 -1.49 0.70  -0.050
O: 2.02 -0.28 0.62  -0.110
C: 1.90 0.31 -0.62  -0.376
N: 0.80 -0.30 -1.34  0.187
C: -0.37 -0.09 -0.72  -0.258
N: -1.52 -0.74 -0.83  0.170
N: -2.38 -0.13 0.00  -0.167
C: -3.67 -0.75 0.26  0.018
C: -1.87 0.86 0.61  0.008
C: -0.57 1.07 0.10  -0.101
C: 0.44 1.99 0.14  0.050
N: 1.64 1.68 -0.38  0.144
H: 2.07 -2.35 0.81  0.102
H: 3.20 -1.49 1.65  0.089
H: 3.54 -1.43 0.00  0.095
H: 2.89 0.10 -1.13  0.190
H: 0.78 -0.88 -2.14  0.158
H: -4.16 -1.35 -0.63  0.154
H: -3.63 -1.51 1.04  0.095
H: -4.29 0.06 0.51  0.077
H: -2.25 1.36 1.50  0.164
H: 0.34 3.03 0.56  0.172
H: 2.37 2.34 -0.68  0.187

charge = +1
SMILES string = CO[C@H]1Nc2nn(C)cc2C=[NH+]1
DFT total energy = -567.30525 hartree
max |F| = 0.0795 Eh/bohr
ΔE to the lowest compared entry with this formula, charge and spin = 2.039 eV
spin multiplicity = 1